Record 1
Density functional theory data (ωB97M-V/def2-TZVPD) for a molecular structure, C19H16BrCoN5O4S.

Geometry as XYZ:
```
47
Properties=species:S:1:pos:R:3
Co -0.0305 0.4922 -0.2038
C 0.2340 -2.0295 -3.5351
C 0.0276 -0.8977 -2.5765
N 0.2292 -1.0129 -1.2745
N 0.6543 -2.1572 -0.6667
C 0.7762 -1.9053 0.6186
O 0.5332 -0.7762 1.1837
C 1.2354 -3.0246 1.4863
C 1.3686 -2.8110 2.8565
C 1.7944 -3.8341 3.6925
C 2.0940 -5.0864 3.1730
C 1.9627 -5.3056 1.8050
C 1.5378 -4.2852 0.9695
C -0.3823 0.3919 -2.9676
C -0.6595 0.7939 -4.2999
C -1.0441 2.0771 -4.5670
C -1.1600 3.0064 -3.5041
C -0.8719 2.5609 -2.2282
N -0.5029 1.3216 -1.9329
H 0.5529 -2.9091 -2.9797
H 1.0002 -1.7870 -4.2783
H -0.6885 -2.2695 -4.0730
H 1.1285 -1.8272 3.2370
H 1.8918 -3.6526 4.7573
H 2.4257 -5.8859 3.8263
H 2.1933 -6.2805 1.3891
H 1.4296 -4.4387 -0.0956
H -0.5600 0.0687 -5.0988
H -1.2548 2.3800 -5.5874
H -1.4556 4.0335 -3.6688
H -0.9341 3.2402 -1.3842
O 0.2757 5.6418 3.0979
C 0.1383 4.4788 2.3794
C -1.0909 3.8318 2.2785
C -1.1660 2.6657 1.5438
N -0.0966 2.1449 0.9271
C 1.0709 2.7651 1.0374
Br 2.7390 1.4290 -0.5043
C 1.2446 3.9411 1.7480
H -0.5825 5.8603 3.4750
H -1.9764 4.2230 2.7676
H -2.0914 2.1130 1.4450
H 2.2129 4.4211 1.8096
O -5.0746 -1.0602 0.6712
S -4.1781 -0.5026 1.7271
N -2.6969 -0.0956 1.3498
O -2.2531 -0.0477 0.1740
```

Charge: -2
LUMO level (spin up / spin down) (eV): 4.21 / 4.18
2S+1: 4
E_HOMO (spin up / spin down) (eV): 0.557 / -1.519
Energy relative to the best compared isomer or geometry (same formula, charge and spin) (kcal/mol): 13.50
Orbital gap (spin up / spin down) (eV): 3.649 / 5.701

***

Record 2
Density functional theory data (ωB97M-V/def2-TZVPD) for C19H16ClN3O4S in the gas phase at a distorted geometry.

Geometry as XYZ:
```
44
Properties=species:S:1:pos:R:3
O -1.1549 -1.2764 -2.5888
C -0.9188 -0.1075 -2.3957
N -1.0038 0.5426 -1.2070
C -1.3776 0.0513 0.0390
C -1.7877 -1.2678 0.2339
C -2.1515 -1.6920 1.4988
C -2.1049 -0.8088 2.5592
C -1.7025 0.5017 2.3818
C -1.3433 0.9348 1.1218
H -1.0348 1.9585 0.9671
H -1.6942 1.1665 3.2307
S -2.4748 -1.3616 4.2151
O -3.0178 -0.2859 4.9848
O -3.1688 -2.6098 4.1687
N -0.9313 -1.6123 4.8481
C 0.0053 -2.3953 4.1973
N 1.2501 -1.9332 4.1863
C 2.1823 -2.6629 3.5930
C 1.9254 -3.8686 2.9673
C 0.6193 -4.3448 2.9791
C -0.3633 -3.6060 3.6062
H -1.3863 -3.9357 3.6667
H 0.3753 -5.2865 2.5099
H 2.7178 -4.4229 2.4905
H 3.1794 -2.2435 3.6236
H -0.5383 -0.7822 5.2675
H -2.4878 -2.7011 1.6713
H -1.8187 -1.9436 -0.6044
H -0.7502 1.5241 -1.2425
C -0.4977 0.8119 -3.5479
O -0.0853 2.0747 -3.0577
C 0.8993 2.7733 -3.7033
C 1.7835 3.4655 -2.8753
C 2.7978 4.2428 -3.3956
C 2.9601 4.3350 -4.7677
C 2.0877 3.6661 -5.6043
C 1.0545 2.8992 -5.0844
Cl -0.0374 2.1623 -6.2172
H 2.1891 3.7426 -6.6755
H 3.7553 4.9303 -5.1874
H 3.4651 4.7677 -2.7300
H 1.6475 3.3761 -1.8086
H -1.3652 0.9102 -4.2130
H 0.3023 0.3110 -4.1016
```

Charge: 0
SMILES: O=C(COc1ccccc1Cl)Nc1ccc(S(=O)(=O)Nc2ccccn2)cc1
LUMO level (eV): 0.43
E_HOMO (eV): -8.951
Energy relative to the best compared isomer or geometry (same formula, charge and spin) (kcal/mol): 0.00
Orbital gap (eV): 9.386

***

Record 3
Density functional theory data (ωB97M-V/def2-TZVPD) for a molecular structure, C19H16F10N6OSTa at a distorted geometry.

Geometry as XYZ:
```
54
Properties=species:S:1:pos:R:3
Ta 0.1021 -0.3614 -0.5402
C 3.1479 -1.3692 -1.6614
N 2.5650 -0.5970 -0.5296
C 3.0993 0.7890 -0.5322
C 2.2906 1.6117 -1.4703
N 0.8741 1.3861 -1.1256
C 0.0184 2.5177 -1.2576
C -1.2244 2.3171 -1.8214
F -1.5007 1.0038 -2.1182
C -2.1478 3.2994 -2.0740
F -3.3147 3.0060 -2.6136
C -1.8155 4.6029 -1.7163
F -2.6614 5.5749 -1.9293
C -0.5956 4.8529 -1.0938
F -0.2986 6.0670 -0.7017
C 0.3026 3.8211 -0.8569
F 1.4235 4.0860 -0.1987
C 2.8487 -1.2669 0.7601
C 2.0152 -0.6681 1.8504
N 0.6176 -0.6844 1.3928
C -0.3664 -0.6987 2.4080
C -0.2512 -0.2170 3.7106
F 0.8777 0.3393 4.1286
C -1.3259 -0.2616 4.5922
F -1.1823 0.2289 5.7979
C -2.5541 -0.7803 4.1983
F -3.5689 -0.7908 5.0218
C -2.7010 -1.2547 2.8994
F -3.8517 -1.7241 2.4534
C -1.6156 -1.1790 2.0656
F -1.7239 -1.6074 0.7561
H 4.2357 -1.3676 -1.5749
H 2.8780 -0.9211 -2.6160
H 2.8146 -2.3998 -1.6392
H 4.1487 0.7988 -0.8332
H 3.0288 1.2053 0.4697
H 2.4420 1.3119 -2.5092
H 2.5833 2.6548 -1.3971
H 3.9085 -1.1734 1.0117
H 2.6145 -2.3252 0.6520
H 2.3292 0.3364 2.1286
H 2.1251 -1.2914 2.7378
N -1.9962 -1.4205 -1.9858
N -2.1271 -2.8069 -1.8762
C -1.0740 -3.5531 -1.5723
N -1.1682 -4.8616 -1.5611
S 0.4591 -2.8437 -1.2182
H -2.8590 -1.0017 -1.6401
H -1.9228 -1.1746 -2.9749
H -3.0084 -3.2359 -2.1371
H -2.0148 -5.3534 -1.8207
H -0.3686 -5.4341 -1.3261
O -2.6876 1.6917 1.1526
C -1.8238 1.1221 0.7352
```

Charge: +3
LUMO level (spin up / spin down) (eV): -11.48 / -11.48
E_HOMO (spin up / spin down) (eV): -17.715 / -17.715
Energy relative to the best compared isomer or geometry (same formula, charge and spin) (kcal/mol): 24.29
Orbital gap (spin up / spin down) (eV): 6.236 / 6.235

***

Record 4
Density functional theory data (ωB97M-V/def2-TZVPD) for C19H16F6N2O3 in the gas phase at a distorted geometry.

Geometry as XYZ:
```
46
Properties=species:S:1:pos:R:3
C 5.7699 2.3731 -2.8148
C 4.7040 1.8614 -1.8975
C 4.6099 2.3438 -0.5943
C 3.6344 1.8828 0.2635
C 2.7011 0.9357 -0.1632
C 2.8054 0.4385 -1.4624
C 3.7969 0.8954 -2.3113
H 3.8654 0.4914 -3.3111
H 2.1448 -0.3488 -1.7975
C 1.6713 0.4822 0.7728
N 0.4415 0.2352 0.5691
N -0.1292 0.4163 -0.6388
C -1.4360 0.1261 -0.8701
O -1.9484 0.3744 -1.9443
C -2.1216 -0.5617 0.2672
C -1.5625 -1.7460 0.7389
C -2.1211 -2.4050 1.8204
C -3.2567 -1.8789 2.4339
C -3.8211 -0.7164 1.9582
C -3.2655 -0.0451 0.8722
O -3.8208 1.1668 0.5079
C -4.5446 1.1756 -0.7039
C -4.9997 2.6090 -0.9359
F -5.6976 2.7066 -2.0801
F -5.8045 3.0567 0.0355
F -3.9844 3.4682 -1.0271
H -5.4414 0.5423 -0.6392
H -3.9266 0.8667 -1.5576
H -4.6927 -0.2938 2.4329
H -3.6742 -2.3975 3.2814
O -1.6385 -3.5693 2.3686
C -0.4960 -4.1642 1.8377
C 0.8065 -3.3994 2.1697
F 1.7059 -4.2054 2.7542
F 0.6114 -2.3715 2.9904
F 1.4091 -2.9189 1.0679
H -0.4301 -5.1482 2.3124
H -0.5532 -4.2921 0.7484
H -0.6815 -2.1157 0.2414
H 0.3761 0.8890 -1.3912
H 1.9706 0.3585 1.8062
H 3.5733 2.2660 1.2718
H 5.3177 3.0852 -0.2523
H 5.7365 1.8660 -3.7755
H 5.6421 3.4423 -2.9810
H 6.7542 2.2225 -2.3735
```

Charge: 0
SMILES: Cc1ccc(/C=N\NC(=O)c2cc(OCC(F)(F)F)ccc2OCC(F)(F)F)cc1
LUMO level (eV): 0.37
E_HOMO (eV): -8.860
Energy relative to the best compared isomer or geometry (same formula, charge and spin) (kcal/mol): 1.51
Orbital gap (eV): 9.233